1.
{"formula": "C4H36NO15", "method": "ωB97M-V/def2-TZVPD", "elements": ["H", "H", "H", "H", "H", "O", "H", "H", "O", "O", "O", "H", "C", "H", "H", "H", "O", "H", "H", "O", "H", "H", "O", "H", "H", "C", "H", "H", "O", "O", "H", "O", "N", "H", "H", "H", "H", "O", "H", "H", "H", "H", "H", "C", "H", "O", "C", "H", "H", "H", "H", "H", "O", "O", "O", "H"], "positions_angstrom": [[1.41, 0.97, 4.37], [-3.61, 0.09, -1.87], [3.43, -2.41, 0.32], [-2.83, 0.60, -3.62], [-0.82, 4.42, -0.53], [-0.57, 0.97, -2.85], [1.59, -3.46, -2.88], [-0.36, 1.18, -1.92], [-1.49, 2.98, 2.20], [0.27, 1.35, -0.25], [1.72, -1.86, 3.53], [2.34, -1.59, 2.85], [0.43, -1.11, -0.43], [1.18, -2.30, 1.04], [0.91, -0.63, -1.28], [-0.80, -0.69, 3.82], [0.51, 0.81, 4.72], [1.13, 1.88, -3.53], [-3.46, -0.15, 0.13], [-3.65, -0.63, 0.96], [0.36, 0.18, 1.41], [-1.73, -1.52, -0.57], [-1.24, 3.54, -0.52], [2.66, 1.26, 1.92], [-1.60, -2.81, -2.28], [-0.77, -2.01, -0.72], [3.22, -1.25, -0.84], [-1.71, 2.13, 1.79], [2.77, 0.37, 2.31], [2.07, 2.11, -3.38], [-0.23, 0.07, -2.85], [2.13, 2.81, 1.09], [1.51, -1.70, 0.29], [-1.17, 0.27, 0.56], [-2.01, -0.74, -3.73], [-0.44, 2.99, -0.37], [0.15, 1.63, 4.36], [-3.82, 0.94, -1.46], [-2.84, -0.58, 1.49], [2.60, -0.20, 1.55], [2.59, -3.01, -1.05], [0.34, -2.94, -3.59], [1.53, 3.10, 1.79], [-0.08, 0.24, 0.40], [-3.02, 1.47, -1.32], [-1.20, -1.15, 3.07], [2.69, -2.12, -0.43], [-1.77, 3.57, 1.47], [-0.39, -1.45, 2.64], [1.37, -1.04, 3.87], [-0.73, -2.86, -0.04], [1.67, 2.23, 0.46], [1.26, -3.23, -3.75], [-2.88, -0.35, -3.78], [-0.77, -2.32, -2.13], [2.10, 1.97, -2.42]], "lumo_energy_ev": [-0.235, -4.437], "de_lowest_kj_mol": 49.4, "multiplicity": 2}

2.
{"formula": "C3H12P4", "method": "ωB97M-V/def2-TZVPD", "elements": ["H", "H", "H", "P", "H", "P", "H", "H", "P", "H", "H", "H", "C", "C", "C", "P", "H", "H", "H"], "positions_angstrom": [[1.88, -1.45, 0.92], [1.73, -2.08, -1.07], [2.37, 2.19, -0.39], [1.41, -0.77, -1.66], [-4.15, -0.72, -0.66], [-1.95, 0.59, -0.88], [3.28, -0.29, 0.59], [2.73, -0.53, -1.63], [0.99, 1.98, 0.00], [-2.02, -0.27, -2.02], [-3.50, -0.59, 0.85], [2.21, 0.15, 1.80], [2.23, -0.44, 0.87], [1.25, 0.15, -0.08], [-3.50, 0.01, -0.03], [-0.84, -0.89, 0.29], [-4.05, 0.81, 0.24], [-1.18, -0.09, 1.38], [1.10, 2.24, 1.49]], "lumo_energy_ev": [0.873, -2.452], "de_lowest_kj_mol": 0.0, "multiplicity": 3}

3.
{"formula": "C35H44MgNO4S", "method": "ωB97M-V/def2-TZVPD", "elements": ["C", "H", "C", "H", "H", "C", "H", "C", "H", "H", "Mg", "C", "C", "H", "C", "H", "H", "H", "C", "C", "C", "O", "C", "H", "C", "H", "H", "C", "H", "H", "O", "H", "H", "H", "C", "C", "O", "H", "N", "C", "H", "H", "C", "H", "H", "C", "H", "C", "C", "H", "C", "H", "H", "H", "H", "S", "H", "H", "C", "H", "H", "C", "C", "C", "H", "C", "H", "C", "H", "C", "H", "C", "H", "C", "C", "H", "O", "H", "H", "C", "C", "C", "C", "H", "H", "H"], "positions_angstrom": [[0.60, 0.22, -1.20], [-1.45, 2.10, -5.53], [-0.04, 0.34, -3.88], [-3.29, 5.18, 3.27], [1.06, -5.90, 1.97], [2.53, 1.28, 4.99], [0.42, -1.58, -5.97], [0.08, 0.73, 5.12], [-6.73, 4.49, 0.82], [2.07, -2.43, 4.27], [-0.15, 2.20, 0.73], [1.83, -1.85, 3.39], [-1.60, -2.79, -3.44], [0.96, -3.52, -2.77], [-5.08, 4.94, 2.14], [0.37, -1.92, -1.40], [2.38, -4.46, 4.21], [-1.52, 4.51, -3.80], [0.38, -0.98, -1.94], [1.12, 3.75, -3.93], [1.55, -0.54, 3.55], [0.63, 2.58, -1.18], [1.49, 0.15, 4.91], [-5.36, 2.89, -0.52], [1.87, -2.55, 2.13], [0.30, -4.54, 1.13], [0.03, 1.22, 6.09], [1.24, 0.24, 2.35], [-0.68, -2.96, -6.00], [1.55, -2.34, 0.04], [-1.84, 1.59, 0.01], [-1.90, -3.69, -3.98], [2.48, 1.73, 5.98], [-2.41, -2.06, -3.52], [-2.98, 2.08, -0.32], [-2.98, 3.76, 1.71], [1.02, 1.47, 2.38], [3.26, -5.56, 3.17], [0.81, 0.32, 0.09], [0.82, -3.27, -3.82], [2.78, -1.24, 5.98], [-0.31, 0.35, -4.93], [-0.29, -2.23, -4.01], [2.34, 2.05, 4.25], [3.95, -3.79, 0.81], [-1.30, 3.59, -3.26], [-1.06, 3.83, -2.23], [-0.13, 2.87, -3.96], [2.19, -4.04, 2.08], [0.90, 4.70, -4.43], [-0.47, -2.01, -5.51], [1.44, 3.96, -2.92], [2.48, -4.18, -0.09], [3.54, 0.88, 4.85], [-1.31, -1.35, -5.73], [-1.33, 3.61, 2.34], [-0.68, 3.64, -5.89], [-2.20, 2.96, -3.25], [-5.69, 4.30, 1.07], [1.68, -0.31, 7.00], [1.77, -2.90, -4.21], [1.77, -0.83, 6.04], [-4.94, 3.41, 0.33], [1.17, -0.48, 1.08], [-0.20, 1.45, 4.35], [0.46, 1.53, -1.85], [0.25, -4.62, 2.89], [-3.76, 4.67, 2.44], [1.06, -1.66, 6.06], [0.12, 1.54, -3.26], [0.26, 2.16, -5.99], [0.06, -0.95, -3.26], [0.57, -4.19, -4.35], [0.87, -4.82, 2.01], [1.53, -1.86, 1.01], [-1.50, -3.04, -2.39], [-3.58, 1.79, -1.35], [-0.66, -0.07, 5.12], [3.89, -3.94, 3.45], [-0.52, 2.67, -5.42], [3.03, -4.38, 0.83], [2.97, -4.52, 3.30], [-3.60, 3.12, 0.62], [3.29, -5.44, 0.83], [-5.63, 5.65, 2.75], [1.95, 3.28, -4.47]], "lumo_energy_ev": [0.833, 0.825], "de_lowest_kj_mol": 0.0, "charge": -1}

4.
{"formula": "C39H39InN3O9S2", "method": "ωB97M-V/def2-TZVPD", "elements": ["O", "H", "O", "C", "C", "H", "H", "C", "S", "C", "H", "O", "O", "C", "H", "H", "H", "H", "H", "C", "H", "H", "C", "H", "C", "H", "N", "N", "H", "S", "C", "H", "C", "H", "C", "H", "H", "C", "H", "C", "C", "H", "H", "H", "C", "C", "H", "H", "H", "C", "C", "N", "O", "C", "C", "C", "H", "H", "H", "H", "H", "C", "C", "C", "C", "O", "C", "H", "H", "C", "C", "C", "C", "H", "C", "H", "C", "C", "C", "C", "O", "H", "C", "C", "H", "O", "In", "H", "H", "O", "H", "C", "C"], "positions_angstrom": [[-2.42, 1.82, 0.55], [-1.63, -2.08, -3.30], [0.35, 0.94, 1.65], [0.58, 4.33, -0.55], [-0.14, -0.01, 2.61], [-0.35, 2.74, 2.37], [-1.25, 4.59, 0.59], [1.91, 0.45, -2.62], [-1.54, 0.77, -3.67], [-3.64, -1.43, 1.06], [3.34, -2.43, -3.64], [-1.52, 3.85, -1.33], [-2.13, 1.72, -4.56], [3.39, -0.49, 2.51], [-4.28, -3.44, 1.45], [8.74, -2.24, -0.37], [6.69, -3.62, -0.46], [-5.58, -3.84, -1.36], [6.42, 1.15, 0.85], [3.24, -0.03, 4.87], [1.12, 2.11, 3.18], [-6.52, -2.42, -0.89], [5.40, -2.00, 0.13], [1.71, 1.46, -2.92], [-3.60, -2.49, -2.53], [3.39, 0.63, 5.70], [1.29, 0.01, -1.52], [3.85, 0.50, -5.51], [-6.40, -2.65, 2.50], [3.76, 0.09, 0.86], [-4.50, -2.38, 1.54], [-3.50, 4.06, -0.73], [0.60, 2.22, 2.22], [2.70, -2.42, 1.88], [7.78, -1.80, -0.12], [-5.29, 1.45, 1.84], [-6.90, -0.26, 2.68], [-5.69, -1.93, 2.12], [-6.65, -3.06, -2.52], [-2.59, -1.67, -3.00], [-5.04, -0.59, -2.26], [4.50, -2.60, 0.07], [-3.43, -3.56, -2.46], [1.71, 3.95, 1.58], [1.38, -1.28, -1.16], [3.32, 0.09, -4.57], [2.47, -1.63, 6.08], [2.42, 2.39, 1.11], [-0.06, -2.18, -0.13], [-5.08, 0.39, 1.75], [-4.84, -1.97, -2.16], [-1.88, -0.29, 0.08], [-1.65, -2.58, 0.23], [3.58, 0.37, 3.58], [2.54, -2.17, 4.00], [5.33, -0.67, 0.50], [-2.95, 5.18, -2.02], [-4.21, 1.30, -2.83], [8.61, 0.14, 0.27], [0.87, 4.32, -1.60], [-6.00, -0.17, -1.98], [2.11, -2.20, -1.91], [-3.92, -0.07, 1.17], [-2.87, 4.16, -1.62], [6.49, 0.10, 0.55], [0.83, 2.98, -0.05], [-4.04, 0.24, -2.73], [4.01, 1.35, 3.41], [-0.24, -0.96, 2.12], [-2.30, -1.56, 0.39], [2.87, -1.76, 2.72], [6.63, -2.57, -0.18], [2.72, -1.31, 5.08], [-1.11, 0.33, 3.00], [-0.87, 4.71, -0.44], [-0.98, 5.76, -0.72], [2.67, -0.41, -3.40], [1.49, 2.94, 1.24], [-2.75, 0.63, 0.59], [-2.81, -0.31, -3.09], [0.74, -1.59, -0.03], [0.59, -0.09, 3.42], [7.71, -0.46, 0.24], [2.76, -1.75, -3.03], [2.15, -3.23, -1.59], [-1.10, 1.51, -2.41], [-0.36, 1.09, -0.54], [2.15, -3.16, 4.17], [1.23, 5.02, 0.00], [-0.45, -0.06, -4.15], [-3.18, 3.46, -2.39], [-5.97, -0.57, 2.22], [-5.95, -2.87, -1.70]], "lumo_energy_ev": -3.191, "de_lowest_kj_mol": 0.0, "charge": 1}

5.
{"formula": "CH3F2O3P", "method": "ωB97M-V/def2-TZVPD", "elements": ["O", "H", "O", "O", "C", "P", "F", "H", "F", "H"], "positions_angstrom": [[1.40, 0.30, 0.10], [-0.58, -0.85, -1.00], [1.45, -0.44, -1.09], [0.06, 1.37, 1.69], [-1.18, -0.30, -0.27], [-0.03, 1.20, 0.12], [-2.33, -0.06, -0.86], [2.34, -0.48, -1.45], [-1.45, -1.23, 0.76], [0.31, 0.49, 1.99]], "lumo_energy_ev": 0.500, "smiles": "OOP(O)C(F)F", "de_lowest_kj_mol": 27.9}

6.
{"formula": "C30H22NO6", "method": "ωB97M-V/def2-TZVPD", "elements": ["C", "C", "C", "C", "C", "C", "H", "C", "N", "H", "C", "C", "C", "H", "H", "O", "H", "H", "C", "O", "C", "C", "H", "H", "C", "H", "C", "C", "H", "C", "C", "C", "H", "H", "C", "C", "H", "C", "C", "O", "O", "C", "C", "H", "C", "H", "C", "H", "C", "H", "H", "C", "O", "H", "H", "C", "H", "O", "H"], "positions_angstrom": [[2.01, 1.70, 0.71], [-1.03, 0.89, -3.11], [3.49, 5.67, 1.09], [-0.13, 1.15, -5.37], [-1.24, 0.96, -4.51], [-3.17, -0.97, 1.30], [-1.26, -3.24, 1.88], [-2.45, -1.49, 0.21], [-6.44, -4.35, 2.54], [2.90, -2.23, 2.42], [0.26, 0.83, -2.52], [1.08, 1.82, -0.39], [0.71, 0.47, -1.03], [-0.02, -4.50, 2.20], [4.28, 5.16, 3.02], [1.03, 3.68, -2.11], [3.45, 2.77, 2.97], [-4.83, -1.24, 2.63], [2.59, 3.05, 1.00], [-0.51, 0.74, 1.63], [2.28, 3.93, -0.04], [-0.04, -0.31, 1.26], [-2.28, 0.95, -4.96], [3.84, 6.71, 1.12], [-5.58, -3.74, 2.02], [2.35, -3.94, 2.53], [-4.21, -1.70, 1.87], [-2.71, -2.82, -0.18], [-0.24, 1.27, -6.46], [-0.05, -0.61, -0.24], [-1.51, -0.58, -0.59], [3.30, 3.46, 2.13], [1.84, -2.76, 3.79], [-2.96, 0.05, 1.65], [0.19, -2.18, -0.39], [2.09, -2.90, 2.73], [2.08, 1.42, -5.45], [-3.71, -3.57, 0.42], [0.84, -2.56, 1.92], [-0.26, -2.89, -1.28], [0.52, -1.16, 2.16], [1.18, 1.20, -4.81], [1.33, 1.05, -3.42], [2.33, 1.14, -3.00], [-0.30, -3.45, 2.38], [-1.83, 0.45, -0.49], [1.33, 3.20, -1.02], [-1.95, 0.86, -2.52], [-4.50, -3.00, 1.42], [-3.92, -4.57, 0.06], [2.49, 5.90, -0.85], [2.75, 5.25, -0.02], [1.05, -2.75, 0.51], [-1.59, -0.85, -1.64], [1.61, -0.17, -0.99], [3.74, 4.79, 2.16], [-2.16, -3.27, -1.00], [2.36, 0.61, 1.18], [-0.43, -3.31, 3.46]], "lumo_energy_ev": 2.326, "smiles": "CC1(C)OC(=O)C(Cc2ccc(C#N)cc2)([C@H](C2=C([O-])c3ccccc3C2=O)c2ccccc2)C(=O)O1", "charge": -1}

7.
{"formula": "C18H18BF4LiO6", "method": "ωB97M-V/def2-TZVPD", "elements": ["F", "O", "C", "H", "H", "O", "B", "H", "H", "H", "C", "C", "O", "O", "H", "O", "H", "Li", "H", "C", "H", "C", "C", "C", "C", "H", "H", "C", "H", "C", "C", "H", "H", "H", "F", "C", "F", "C", "C", "H", "O", "H", "H", "C", "C", "C", "C", "F"], "positions_angstrom": [[0.50, -4.02, -0.47], [-6.07, 2.45, -1.89], [-5.54, 1.45, -1.24], [-3.42, 1.58, -2.12], [0.82, 1.28, -2.83], [3.31, 5.02, -2.21], [-0.10, -3.33, -1.55], [3.65, -1.17, 5.25], [3.02, -2.85, 4.15], [-2.52, -0.45, -1.08], [-5.59, -0.57, 0.21], [-4.20, 1.08, -1.51], [2.57, 1.35, 4.80], [2.42, -0.37, -1.44], [4.91, 3.49, -1.23], [1.43, -3.28, 1.98], [2.50, 1.25, 5.84], [-0.71, -5.93, -3.66], [1.26, 1.34, 2.45], [3.97, 1.53, -1.42], [-7.08, 2.35, -1.84], [-6.24, 0.49, -0.50], [2.67, -2.15, 3.69], [1.60, 0.36, 2.88], [1.93, 3.09, -2.55], [1.09, 3.73, -3.02], [-2.73, -2.14, 0.17], [-3.44, 0.03, -0.98], [-7.14, 0.74, -0.21], [4.13, 2.82, -1.55], [2.71, 0.90, -1.75], [3.77, 5.44, -1.38], [1.14, -3.39, 1.10], [4.71, 0.89, -0.83], [-1.26, -2.84, -0.80], [1.19, -0.83, 2.23], [0.68, -2.39, -2.11], [-4.13, -0.80, -0.04], [2.44, 0.26, 4.02], [1.75, -0.78, -1.57], [-3.53, -1.86, 0.68], [0.61, -0.94, 1.34], [-6.29, -0.95, 0.88], [3.18, 3.71, -2.10], [2.94, -0.99, 4.46], [1.74, 1.70, -2.42], [1.77, -2.10, 2.68], [-0.46, -4.20, -2.51]], "lumo_energy_ev": -2.536}

8.
{"formula": "C14H16BBrO10P", "method": "ωB97M-V/def2-TZVPD", "elements": ["C", "O", "O", "H", "H", "H", "C", "C", "O", "H", "H", "H", "O", "O", "C", "Br", "C", "H", "O", "P", "O", "C", "H", "H", "H", "H", "C", "H", "O", "H", "H", "C", "C", "H", "O", "H", "C", "O", "C", "C", "C", "C", "B"], "positions_angstrom": [[-0.50, 4.33, -1.08], [-1.20, 1.76, 2.11], [-1.03, 2.04, -0.64], [3.49, -0.91, -2.08], [-3.07, 0.04, 0.97], [2.16, -1.12, 2.74], [0.40, -2.59, 1.01], [2.42, -1.08, 1.61], [-0.91, -0.09, 3.55], [4.10, 0.16, 1.99], [-2.67, -1.33, 1.97], [-1.39, 4.71, -0.59], [0.45, -3.35, 1.93], [-2.26, 0.11, -1.52], [-0.84, 2.96, -1.63], [0.61, -1.89, 3.72], [-3.21, -0.85, -1.38], [-0.46, 1.98, 2.69], [-2.70, -1.79, -0.55], [-0.41, -1.32, -2.57], [-4.28, -0.86, -1.88], [3.16, -0.95, -1.05], [1.59, -2.36, -1.42], [-1.38, 0.20, 4.34], [0.46, 1.07, -1.64], [-0.26, -2.68, -2.24], [-1.52, -1.27, 0.16], [4.67, 0.44, -0.41], [-0.84, -2.51, 0.31], [0.27, 4.17, -0.32], [0.88, -0.80, -2.82], [1.63, -1.79, 0.63], [3.85, -0.21, -0.13], [-0.15, 4.97, -1.88], [-1.27, -1.07, -3.74], [0.42, 0.86, 0.14], [-1.01, -0.39, -1.02], [-0.98, 2.72, -2.79], [3.52, -0.33, 1.22], [-0.17, 0.90, -0.77], [-2.23, -0.54, 1.36], [2.08, -1.75, -0.68], [-1.43, 0.43, 2.38]], "lumo_energy_ev": 2.418, "de_lowest_kj_mol": 0.0, "charge": -1}

| no. | electronic energy (Ha) |
| --- | --- |
| 1 | -1357.22391 |
| 2 | -1486.64562 |
| 3 | -2314.34210 |
| 4 | -3337.35564 |
| 5 | -806.61233 |
| 6 | -1662.62781 |
| 7 | -1579.99034 |
| 8 | -4235.76345 |